Model a:
C4H6S2 | wB97M-V/def2-TZVPD

Each line ends with the Mulliken charge.
Geometry (Å):
S (-2.023, -0.448, -0.160)  -0.1800
S (0.683, -0.983, 2.146)  -0.1225
C (0.332, 0.489, 1.204)  -0.5383
C (0.214, 0.629, -1.425)  -1.1779
C (-0.653, -1.482, -0.130)  -0.8025
C (-0.233, -0.024, -0.082)  0.7427
H (-0.354, -2.461, 0.293)  0.4339
H (1.253, 0.995, 1.146)  0.3391
H (-0.367, 0.210, -2.225)  0.3787
H (1.325, 0.301, -1.540)  0.2723
H (0.029, 1.684, -1.186)  0.3391
H (-0.207, 1.089, 1.958)  0.3154

The HOMO-LUMO gap (alpha / beta) comes out at 8.00 / 6.91 eV. As for the spin multiplicity: 3. As for the expectation value of S²: 2.0085.


Model b:
C4H6S2 | wB97M-V/def2-TZVPD

Each line ends with the Mulliken charge.
Geometry (Å):
S (-1.342, -2.351, -0.444)  -0.2399
S (2.070, -0.876, 0.824)  -0.1534
C (0.662, 0.091, 1.192)  0.5509
C (0.337, 1.010, 2.046)  -0.7568
C (0.738, 0.375, -1.457)  -0.8185
C (0.861, -0.132, -0.212)  0.0933
H (0.668, 0.970, 3.194)  0.1708
H (0.019, 1.122, -1.664)  0.3277
H (-0.475, 1.713, 1.904)  0.2653
H (-2.518, -2.448, -1.012)  0.1438
H (1.500, 0.352, -2.259)  0.2895
H (-1.072, -3.410, -1.084)  0.1274

The HOMO-LUMO gap (alpha / beta) comes out at 6.40 / 6.31 eV. As for the spin multiplicity: 3. As for the expectation value of S²: 2.0125.


So which one wins? Going from most stable to least: model a, model b.